{"formula": "C29H30AuF5N5O4STe", "method": "ωB97M-V with the def2-TZVPD basis set", "symbols": ["Au", "C", "C", "C", "C", "C", "C", "C", "C", "N", "C", "C", "C", "C", "N", "C", "C", "C", "C", "C", "C", "C", "C", "H", "H", "H", "H", "H", "H", "H", "H", "H", "H", "H", "H", "H", "H", "H", "H", "H", "H", "H", "H", "H", "H", "H", "H", "F", "Te", "F", "F", "F", "F", "O", "O", "S", "O", "O", "C", "N", "C", "C", "C", "N", "C", "C", "C", "N", "C", "C", "H", "H", "H", "H", "H", "H"], "xyz": [[1.06, -0.39, 0.35], [-0.71, 1.16, 2.91], [0.39, 0.68, 3.81], [0.77, 1.41, 4.93], [1.81, 0.98, 5.74], [2.49, -0.18, 5.44], [2.14, -0.96, 4.34], [2.92, -2.20, 4.01], [1.08, -0.50, 3.55], [0.72, -1.23, 2.36], [0.07, -2.32, 2.37], [-0.45, -3.00, 3.59], [-0.27, -2.91, 1.01], [-0.80, -4.30, 0.95], [-0.08, -2.16, 0.00], [-0.46, -2.53, -1.33], [-1.81, -2.54, -1.67], [-2.90, -2.21, -0.69], [-2.14, -2.84, -2.99], [-1.15, -3.12, -3.92], [0.18, -3.10, -3.55], [0.56, -2.79, -2.25], [2.01, -2.77, -1.85], [-1.32, 1.91, 3.42], [-1.38, 0.36, 2.60], [-0.30, 1.63, 2.01], [0.23, 2.32, 5.17], [2.10, 1.57, 6.60], [3.32, -0.50, 6.06], [3.84, -2.23, 4.58], [3.19, -2.24, 2.95], [2.37, -3.11, 4.25], [-0.33, -2.36, 4.46], [0.07, -3.94, 3.76], [-1.51, -3.24, 3.46], [-0.19, -4.95, 1.58], [-0.79, -4.67, -0.08], [-1.82, -4.34, 1.32], [-2.57, -1.55, 0.11], [-3.31, -3.11, -0.22], [-3.73, -1.72, -1.20], [-3.18, -2.85, -3.28], [-1.43, -3.35, -4.94], [0.95, -3.32, -4.28], [2.64, -3.10, -2.68], [2.21, -3.41, -0.99], [2.35, -1.76, -1.59], [4.53, 0.49, 2.72], [4.09, 0.53, 0.94], [4.76, 2.22, 0.72], [5.77, -0.11, 0.57], [3.78, 0.40, -0.90], [3.60, -1.28, 1.05], [2.37, 1.12, 1.21], [-5.97, 5.72, -4.18], [-5.30, 4.48, -4.36], [-5.56, 3.40, -3.45], [-4.82, 4.13, -5.70], [-3.32, 4.96, -3.99], [-3.00, 6.17, -4.25], [-1.74, 6.47, -3.91], [-0.90, 5.51, -3.34], [-1.41, 4.24, -3.14], [-2.67, 3.96, -3.50], [-0.65, 3.11, -2.54], [-1.24, 1.85, -2.50], [-0.56, 0.81, -1.90], [0.65, 0.97, -1.35], [1.24, 2.17, -1.42], [0.62, 3.25, -2.01], [-1.40, 7.48, -4.10], [0.12, 5.77, -3.10], [-2.23, 1.69, -2.92], [-0.99, -0.18, -1.86], [2.23, 2.25, -0.99], [1.15, 4.20, -2.03]], "charge": 1, "homo_ev": [-11.24, -11.72], "spin_multiplicity": 3, "gap_ev": [7.083, 6.140]}

***

{"formula": "C29H30BrF3N2O3P2Ru", "method": "ωB97M-V with the def2-TZVPD basis set", "symbols": ["Ru", "C", "P", "C", "C", "C", "C", "C", "C", "C", "P", "C", "C", "H", "H", "H", "H", "H", "H", "H", "H", "H", "H", "H", "H", "H", "H", "H", "H", "O", "C", "C", "C", "N", "C", "Br", "C", "H", "H", "H", "H", "F", "C", "F", "F", "C", "O", "O", "C", "C", "C", "C", "C", "C", "N", "C", "C", "C", "C", "C", "C", "H", "H", "H", "H", "H", "H", "H", "H", "H", "H"], "xyz": [[-0.73, 0.70, -0.15], [-1.58, 1.35, 3.51], [-0.36, 1.73, 2.22], [-0.07, 3.51, 2.50], [1.20, 0.95, 2.74], [1.46, 0.66, 4.08], [2.62, -0.01, 4.45], [3.54, -0.39, 3.48], [3.30, -0.08, 2.15], [2.14, 0.59, 1.76], [1.85, 0.99, 0.00], [2.91, -0.18, -0.90], [2.77, 2.55, -0.23], [-1.26, 1.67, 4.50], [-1.84, 0.29, 3.51], [-2.50, 1.89, 3.26], [0.23, 3.68, 3.53], [-0.99, 4.06, 2.30], [0.71, 3.87, 1.85], [0.75, 0.93, 4.84], [2.80, -0.24, 5.49], [4.44, -0.91, 3.77], [4.03, -0.38, 1.41], [3.97, -0.06, -0.67], [2.79, 0.01, -1.97], [2.60, -1.20, -0.69], [3.80, 2.42, 0.09], [2.32, 3.35, 0.36], [2.75, 2.84, -1.27], [-1.02, 3.83, -5.92], [-0.98, 3.12, -4.78], [-1.16, 1.74, -4.72], [-1.08, 1.13, -3.49], [-0.83, 1.78, -2.34], [-0.71, 3.10, -2.43], [-0.55, 4.05, -0.81], [-0.76, 3.83, -3.60], [-1.21, 3.25, -6.67], [-1.37, 1.15, -5.60], [-1.23, 0.06, -3.40], [-0.66, 4.90, -3.61], [-5.56, 1.23, -0.21], [-4.87, 0.27, 0.41], [-5.24, -0.91, -0.11], [-5.22, 0.28, 1.70], [-3.35, 0.44, 0.25], [-2.62, -0.24, 1.01], [-2.91, 1.19, -0.64], [-1.16, -3.42, -3.91], [-1.80, -3.80, -2.74], [-1.50, -3.18, -1.54], [-0.56, -2.15, -1.52], [0.06, -1.74, -2.69], [-0.23, -2.39, -3.88], [-0.27, -1.50, -0.29], [0.16, -2.33, 0.72], [-0.01, -1.91, 2.05], [0.48, -2.69, 3.08], [1.15, -3.87, 2.81], [1.32, -4.30, 1.49], [0.82, -3.54, 0.45], [-1.39, -3.92, -4.84], [-2.53, -4.60, -2.76], [-2.00, -3.47, -0.62], [0.77, -0.93, -2.65], [0.28, -2.08, -4.79], [-0.59, -1.03, 2.24], [0.32, -2.38, 4.11], [1.54, -4.47, 3.62], [1.85, -5.22, 1.29], [0.97, -3.86, -0.57]], "charge": 1, "homo_ev": [-9.81, -11.20], "spin_multiplicity": 6, "gap_ev": [7.833, 6.709]}

***

{"formula": "C29H30BrNO2PPbS", "method": "ωB97M-V with the def2-TZVPD basis set", "symbols": ["Pb", "O", "C", "C", "C", "C", "C", "C", "C", "P", "C", "C", "C", "C", "C", "C", "C", "C", "C", "C", "C", "C", "H", "H", "H", "H", "H", "H", "H", "H", "H", "H", "H", "H", "H", "H", "C", "C", "C", "O", "C", "H", "H", "H", "H", "H", "H", "H", "H", "N", "H", "H", "H", "Br", "S", "C", "C", "C", "C", "C", "C", "H", "H", "H", "H", "H"], "xyz": [[-0.37, 0.98, 2.03], [-3.62, 0.14, -0.19], [-3.21, -0.56, -0.96], [-2.68, -1.42, -1.93], [-3.60, -2.24, -2.62], [-3.09, -3.17, -3.49], [-1.71, -3.29, -3.65], [-0.82, -2.47, -2.96], [-1.29, -1.49, -2.10], [-0.27, -0.23, -1.22], [1.28, -1.12, -0.94], [2.51, -0.50, -1.14], [3.69, -1.14, -0.76], [3.64, -2.40, -0.18], [2.41, -3.02, 0.04], [1.24, -2.38, -0.33], [0.08, 0.91, -2.60], [0.80, 0.56, -3.74], [1.02, 1.49, -4.74], [0.52, 2.78, -4.60], [-0.19, 3.15, -3.47], [-0.41, 2.21, -2.47], [-4.66, -2.15, -2.45], [-3.76, -3.82, -4.04], [-1.32, -4.04, -4.33], [0.24, -2.59, -3.11], [2.56, 0.49, -1.59], [4.64, -0.65, -0.92], [4.55, -2.89, 0.11], [2.37, -4.00, 0.50], [0.29, -2.85, -0.13], [1.20, -0.44, -3.84], [1.57, 1.21, -5.62], [0.70, 3.51, -5.39], [-0.56, 4.16, -3.37], [-0.95, 2.50, -1.57], [3.54, 3.91, 0.76], [3.80, 3.46, 2.20], [3.29, 2.02, 2.18], [2.28, 1.96, 1.15], [2.22, 3.23, 0.47], [4.32, 3.53, 0.09], [3.49, 4.99, 0.65], [3.22, 4.06, 2.90], [4.85, 3.52, 2.49], [2.83, 1.74, 3.13], [4.08, 1.31, 1.93], [1.38, 3.81, 0.86], [2.05, 3.04, -0.59], [1.45, -0.65, 2.27], [1.75, -0.44, 3.22], [2.25, -0.63, 1.65], [1.04, -1.58, 2.27], [0.24, 1.37, 4.62], [-1.68, -1.34, 2.03], [-3.12, -1.20, 3.05], [-3.29, -0.19, 4.00], [-4.45, -0.14, 4.76], [-5.46, -1.08, 4.59], [-5.29, -2.09, 3.66], [-4.13, -2.15, 2.89], [-2.51, 0.53, 4.18], [-4.56, 0.65, 5.49], [-6.35, -1.04, 5.19], [-6.05, -2.85, 3.53], [-4.00, -2.95, 2.17]], "charge": 1, "homo_ev": -9.76, "gap_ev": 5.058}

***

Respective relative energy (zero: lowest compared OMol25 entry of this formula, charge and spin) values: 5.73 0.20 31.83 kcal/mol.